C24H52Br17N2O | ωB97M-V/def2-TZVPD

Computed properties:
Highest occupied orbital energy ... -10.811 eV
LUMO level ... -4.356 eV
Total charge ... +1

Each line ends with the Mulliken charge.
Cartesian coordinates (Å):
Br -2.062136 6.388503 1.549159  -0.15
Br 5.311106 0.210137 -1.309493  -0.16
Br 7.250062 -2.363057 -5.050026  -0.13
Br 7.853592 -0.110680 2.339714  -0.10
Br -7.224403 -1.069626 8.231698  -0.15
Br -9.885246 -2.800220 6.371303  -0.11
Br -2.425102 4.446403 -1.515388  -0.03
Br -5.755847 0.694136 -3.792074  -0.16
Br -0.418281 2.835861 -6.191206  -0.14
Br -3.995559 2.324510 -5.445458  -0.05
Br 6.433207 -2.910545 0.201850  -0.16
Br -5.134652 2.794254 -0.882404  -0.09
Br 1.455458 0.827675 3.743012  0.13
Br -6.092720 -1.571925 4.875254  -0.12
Br 3.659520 -3.096639 -5.060139  -0.13
Br -5.234297 0.794402 2.183732  -0.12
Br 10.268633 0.314410 -0.393859  -0.15
O 2.550354 -4.427327 0.447714  -0.58
N -1.300746 2.355084 0.111121  -0.41
N 1.699029 -1.032610 3.403558  -0.10
C 4.612090 -1.588465 -5.834606  -0.58
C -1.724590 6.922752 -0.289574  -0.60
C 2.801412 -3.036003 0.520744  0.39
C -4.644440 -1.034224 2.464397  -0.46
C -1.968705 3.138344 -7.327025  -0.63
C 6.634209 -1.065668 -1.965372  -0.05
C -1.312695 1.056885 -0.558443  -1.00
C 6.200464 -2.477909 -1.682622  -0.54
C 5.931896 -2.001615 -6.433080  -0.56
C 9.346483 -1.244214 1.821430  -0.55
C -2.745482 6.342222 -1.232197  -0.67
C -8.403401 -2.501039 8.810314  -0.54
C -8.656644 -3.492886 7.704952  -0.61
C -3.127972 3.692218 -6.541863  -0.63
C -0.425534 -0.626929 1.103216  0.09
C -4.874848 3.246238 -2.779064  -0.39
C 10.535309 -0.432910 1.381776  -0.57
C 0.381690 -1.769251 3.281874  -0.95
C -1.677561 -0.124054 0.356483  -0.27
C -6.001979 2.618413 -3.574181  -1.21
C 3.027579 -2.665475 1.983861  -0.83
C 2.666410 -1.200849 2.261105  -0.71
C -0.730252 -1.053289 2.536887  -0.63
C -5.750311 -1.909268 2.995239  -0.71
H -1.132129 -0.221944 3.118227  0.45
H -6.068440 3.021703 -4.584530  0.52
H -3.883647 2.935505 -3.046743  0.41
H -2.823806 4.490247 -5.870653  0.36
H 3.957341 -1.185830 -6.603721  0.37
H 11.415606 -1.066836 1.306429  0.36
H -1.772666 8.009180 -0.296461  0.39
H -4.315167 -1.386447 1.488182  0.36
H 6.697822 -0.897604 -3.035299  0.12
H 3.568019 -0.665769 2.557148  0.61
H -3.761807 6.436439 -0.859889  0.39
H -6.686156 -1.752721 2.468288  0.43
H -3.800052 -0.991722 3.146442  0.22
H 9.588667 -1.833513 2.702864  0.40
H 5.152988 -2.641619 -1.919179  0.31
H 2.167932 -1.365493 4.245706  0.47
H 2.177974 -4.636578 -0.410649  0.34
H -6.948406 2.745393 -3.056215  0.52
H -2.205506 2.186956 -7.792407  0.36
H -4.946334 4.329541 -2.838289  0.37
H -2.245496 2.729602 0.151180  0.25
H 6.806489 -3.195527 -2.228356  0.43
H -2.672412 6.819303 -2.207372  0.37
H -7.745178 -3.760582 7.179256  0.34
H -1.643128 3.846013 -8.085663  0.38
H -1.973952 1.084084 -1.424527  0.25
H -0.976666 2.249591 1.067491  0.16
H -2.050721 -0.938247 -0.267949  0.54
H 1.985435 -2.467211 0.062211  0.25
H -3.899978 4.057707 -7.215871  0.38
H 8.981833 -1.896939 1.035216  0.21
H 0.052480 -1.935293 4.308088  0.32
H -2.419643 0.194878 1.090474  0.02
H 4.730165 -0.858776 -5.039337  0.31
H 10.740220 0.400925 2.045057  0.38
H 0.315771 0.178463 1.094534  0.36
H -7.895687 -2.984049 9.641903  0.34
H 0.019028 -1.469167 0.565717  -0.08
H -5.466044 -2.957375 2.929080  0.40
H -1.542130 -1.786242 2.488389  0.28
H 2.287781 -0.683422 1.384055  0.30
H 2.487820 -3.372114 2.615182  0.57
H 4.089792 -2.786629 2.193028  0.41
H 0.564634 -2.746618 2.841044  0.42
H 6.342070 -1.193186 -7.033520  0.35
H 7.578564 -0.807055 -1.493958  0.09
H 5.861258 -2.901894 -7.034401  0.38
H -0.299156 0.872997 -0.932895  0.37
H -0.717765 6.596927 -0.528754  0.34
H -9.127713 -4.388008 8.104508  0.36
H 3.720112 -2.776696 -0.008339  -0.49
H -9.315116 -2.030117 9.162956  0.37

Force components x, y, z for each atom (eV/Å):
0.0407 -0.0484 -0.0138
0.0170 0.0022 0.0399
0.1416 -0.2046 -0.3711
-0.0301 0.0277 -0.0191
-0.0208 0.0836 0.0644
0.0432 0.0190 -0.0265
0.8565 1.3878 -0.3047
-0.5262 -0.1969 0.5482
-0.0219 -0.0508 0.0028
1.8642 0.2012 -2.1632
-0.0270 -0.1429 0.0254
-0.2702 -0.2332 -0.1216
0.0490 -0.0462 0.1683
-0.0477 -0.0120 -0.0396
0.0361 0.0185 0.0742
0.0793 0.0037 0.1295
-0.0168 0.0362 0.0202
-0.0434 0.0792 0.2963
-0.0532 -0.5571 0.1628
-0.0976 0.0303 -0.4237
-0.0793 -0.0661 -0.0487
-0.0784 0.0618 0.1147
0.0715 -0.1120 -0.1735
-0.0937 0.0283 -0.1755
0.1091 0.0584 0.0275
-0.1720 0.1637 0.1180
0.1918 -0.1047 0.3311
0.0914 -0.0061 0.0548
0.0205 0.0786 0.0683
-0.0003 0.0188 0.1384
-0.0253 -0.0736 -0.2043
0.1124 -0.0172 -0.0112
-0.1243 -0.0129 -0.0212
-0.0790 -0.1379 0.0513
-0.0512 0.1690 0.1340
-1.2192 -0.1552 0.5552
0.0177 -0.0245 -0.1256
-0.6767 0.0985 0.4662
0.6079 -0.0846 -0.2520
-0.6255 0.0789 0.4642
-0.0342 0.1476 -0.1718
0.8212 -0.0707 -0.0931
-0.0908 -0.1673 -0.3920
0.0439 -0.0519 0.1559
0.1206 0.0662 0.0065
-0.2269 -0.0454 0.4667
-0.0364 -0.1737 0.0280
0.0280 0.0144 -0.0262
0.0032 -0.0196 -0.0149
-0.0110 -0.0171 0.0003
-0.0263 -0.0001 0.0020
-0.0217 -0.0238 0.0003
-0.0396 0.0326 0.1316
-0.1055 0.1313 0.1125
0.0191 0.0376 0.0514
0.0143 0.0031 -0.0303
-0.0173 -0.0157 0.0223
0.0383 0.0276 0.0082
0.0118 -0.0144 -0.0546
-0.0132 -0.0561 -0.0109
0.0569 -0.0764 -0.1754
-0.0103 -0.0486 0.0205
-0.0172 0.0054 -0.0061
0.0146 -0.0005 -0.0212
0.2038 -0.1716 0.2989
0.0400 0.0302 0.0028
0.0429 0.0095 0.0073
0.0161 -0.0079 0.0251
-0.0110 0.0202 0.0109
-0.0630 0.1731 0.0429
0.0182 0.0929 -0.0008
-0.3302 -0.0425 0.2331
-0.0872 0.0256 0.1862
0.0181 -0.0140 -0.0300
0.0041 -0.0133 0.0051
0.0883 -0.0208 0.0359
-0.2508 -0.0452 -0.2194
0.0109 0.0440 -0.0375
-0.0005 -0.0086 0.0152
0.0257 -0.0118 0.0782
0.0044 -0.0154 -0.0106
0.0167 0.0303 -0.0475
0.0137 0.0053 -0.0365
0.0185 -0.0419 0.1189
-0.3312 -0.0740 0.1035
-0.0377 0.0307 0.0199
-0.0385 -0.1400 0.1514
0.3623 0.1107 -0.1134
0.0115 0.0159 0.0275
-0.0108 -0.0149 0.0286
-0.0548 0.0005 0.0012
-0.0801 -0.0324 -0.2281
-0.0008 0.0093 -0.0296
0.0044 0.0058 0.0213
-0.0757 0.0290 -0.2184
-0.0189 -0.0216 -0.0121

***

C12H33AgN6O12 | ωB97M-V/def2-TZVPD

Computed properties:
Highest occupied orbital energy (alpha / beta) ... -5.260 / -5.150 eV
⟨S²⟩ ... 0.75
Energy relative to the best compared isomer or geometry (same formula, charge and spin) ... 0.0 kcal per mole
LUMO level (alpha / beta) ... 2.077 / 0.534 eV
2S+1 ... 2
Total charge ... -1

Each line ends with the Mulliken spin population.
Cartesian coordinates (Å):
Ag -1.097416 -0.023931 0.237973  0.60
O -2.175340 3.251257 -0.060119  0.00
O -2.628991 -0.219163 2.070227  0.03
O -2.206236 -1.284992 -1.252389  0.06
O 1.763229 0.145016 2.497612  0.00
O -4.739548 -0.479636 1.619017  0.00
O 1.895372 0.235207 -2.769092  0.00
O -1.377875 -2.896795 -2.446081  0.01
O -3.233628 -3.179329 -1.376277  0.02
O -0.881681 -2.454659 1.180614  0.00
O -4.046800 -0.433132 3.676078  0.01
O -4.283308 3.158517 -0.555339  0.00
O -3.153555 1.338996 -0.500330  0.02
N -2.283727 -2.485749 -1.684748  -0.01
N 0.913840 -0.891111 -0.111401  0.17
N -3.229974 2.576865 -0.342971  0.00
N -0.542167 1.637810 1.696180  0.16
N -3.841573 -0.380094 2.444820  0.00
N -0.232516 1.554719 -1.512301  -0.01
C -0.410024 0.896326 -2.846913  -0.01
C 3.173305 0.253593 -3.372418  0.00
C 0.892542 -2.363100 -0.319403  -0.03
C 2.257941 -2.910383 -0.746238  0.01
C 0.885058 0.799918 -3.593907  0.00
C 1.596745 1.483726 2.864142  0.00
C 2.543862 -0.589722 3.418119  0.00
C 0.343320 -3.082174 0.902003  0.00
C -1.486193 1.573844 -3.699277  0.00
C 0.814322 2.220463 1.802330  -0.03
C -1.694800 -3.081824 2.147460  0.00
C 0.728928 3.697474 2.173939  0.01
H 2.171486 -3.980923 -0.945423  0.00
H 1.080362 -3.017575 1.721870  0.00
H -1.525355 -2.646755 3.140905  0.00
H 3.002582 -2.810016 0.052106  0.00
H 3.350774 0.004499 3.854284  0.00
H -0.084831 3.902362 2.863736  0.00
H -2.276447 1.884191 -3.018787  0.00
H 0.553524 2.202396 -1.647069  0.00
H 2.589539 -2.399433 -1.649669  0.00
H 0.196188 -2.560576 -1.140832  0.00
H 1.902023 -1.004878 4.202102  0.00
H 1.660444 3.994101 2.675848  0.00
H 0.662193 4.301088 1.271947  0.00
H -1.491255 -4.156887 2.178702  0.00
H 1.236798 1.772580 -3.978616  0.00
H 3.691519 1.172707 -3.066563  0.00
H -1.865571 0.914287 -4.478099  0.00
H 1.629736 -0.572254 0.541007  -0.01
H -1.155602 2.389774 1.349234  -0.01
H -1.077937 2.450549 -4.218149  0.00
H -0.979660 2.244617 -1.360299  0.00
H 3.712322 -0.621469 -3.021668  0.00
H -2.735668 -2.874828 1.912631  0.00
H -0.773048 -0.120062 -2.657094  0.00
H 0.123073 -4.121272 0.627614  0.00
H 3.114669 0.275257 -4.462898  0.00
H 2.577113 1.967195 2.983006  0.00
H 1.223432 -0.532863 -1.021294  -0.01
H 2.981690 -1.427026 2.870040  0.00
H -0.877120 1.531607 2.657562  0.00
H 1.368843 2.064787 0.873519  0.00
H 1.043566 1.553369 3.815803  0.00
H 0.707505 0.153516 -4.466764  0.00

Force components x, y, z for each atom (eV/Å):
-0.9340 -0.0715 0.6393
-0.1846 -0.2709 0.2344
0.2978 0.1252 0.0490
-0.1280 0.2796 0.0737
0.4637 -0.2104 -0.0974
0.2245 -0.0553 0.1978
-0.0805 -0.2134 -0.2256
-0.1699 0.0761 0.1469
-0.0425 -0.0099 0.0561
0.1658 -0.0340 0.1514
-0.0085 -0.0163 -0.3992
-0.0365 0.1695 0.2609
0.5720 0.0826 0.2842
0.5693 -0.0500 -0.1362
0.5262 -0.4535 -1.0574
-0.0098 0.2145 -0.7673
0.2031 0.6306 0.1822
-0.1574 0.0392 0.2891
0.5190 1.2636 -1.4291
-0.7500 -0.0964 0.5358
-0.1794 0.5388 0.2940
0.2555 -0.2273 0.0246
-0.2815 -0.0780 0.4457
0.1916 -0.1380 -0.3616
-0.2124 0.2417 0.2911
-0.3132 -0.4419 -0.1925
-0.3386 0.4544 -0.5024
0.5814 0.2544 0.0065
-0.1806 -0.3513 0.2955
-0.0383 0.1827 0.5555
1.0190 0.0521 -0.1417
-0.0120 0.0408 -0.1700
-0.2758 -0.1331 0.1810
0.1574 -0.1007 -0.0672
0.0304 0.2020 -0.1019
-0.0294 0.0912 0.0037
-0.1955 0.0103 -0.1048
-0.2903 -0.0748 -0.2726
0.1199 -0.3796 0.3595
0.1256 -0.0555 0.0160
0.0315 0.2555 0.1123
0.1208 0.1320 0.1382
-0.1298 0.0667 -0.0692
-0.4018 0.1460 0.0824
-0.1611 -0.0280 -0.0719
-0.1608 0.0637 0.2031
0.1598 -0.1543 -0.0210
-0.1676 -0.1503 0.1503
-0.3154 -0.2689 0.3517
-0.1231 -0.3881 -0.6734
-0.0816 0.1098 0.2094
-0.2033 -0.5055 0.1908
0.1884 -0.0276 -0.0922
0.0104 -0.1417 -0.2405
0.1522 0.0192 0.0685
0.4197 -0.1250 0.1703
-0.0484 -0.2937 -0.0317
-0.0391 -0.0332 0.0920
-0.3179 0.3358 0.2202
0.0121 0.0338 0.0567
-0.1609 -0.7500 -0.2662
-0.2833 0.1616 -0.2117
0.1623 0.0153 0.0687
0.1633 0.0393 0.0164

***

C23H42Cl3FeN4O3Si | ωB97M-V/def2-TZVPD

Computed properties:
Highest occupied orbital energy (alpha / beta) ... -8.525 / -8.527 eV
⟨S²⟩ ... 8.76
LUMO level (alpha / beta) ... 0.641 / -0.777 eV
2S+1 ... 6

Each line ends with the Mulliken spin population.
Cartesian coordinates (Å):
Fe -0.281327 0.394026 -0.117777  4.18
Cl -0.792824 1.421013 -3.172717  0.01
Cl 1.095672 2.130623 -0.170980  0.21
Cl -2.351440 1.188419 -0.142264  0.23
Si -0.572655 3.529882 -3.273783  -0.01
O 2.645719 -0.334416 0.874095  0.01
O -0.272319 -1.277473 -0.973799  0.21
O 0.320796 2.642955 3.076880  0.00
N 2.775767 -1.903826 -0.820849  0.00
N -0.208021 -0.225773 1.849200  0.07
N -0.052844 0.039603 4.302661  0.00
N -0.113993 4.757840 2.338696  0.00
C -1.596489 4.362941 -1.940469  0.00
C 0.282483 -4.454452 1.815344  0.00
C -1.669056 -2.231894 -3.389186  0.00
C -0.369462 3.435262 2.436196  0.00
C -0.386910 -5.067643 -3.520185  0.00
C 1.028122 5.308527 3.044343  0.00
C -2.242289 -3.767636 0.845904  0.01
C -2.122182 -4.717933 1.863067  0.00
C 0.155356 -3.472081 0.830037  0.00
C -1.128891 5.675655 1.854993  0.00
C -0.860810 -0.816731 5.172143  0.00
C -1.156854 -3.028534 -2.238018  0.00
C -1.099238 -3.167463 0.310193  0.01
C -0.133247 -0.060796 3.009518  0.03
C 1.097490 0.696580 4.931866  0.00
C 1.246545 3.909619 -3.043780  0.00
C -1.028147 4.066070 -5.031753  0.00
C 2.767637 -1.482382 0.473936  0.00
C 3.034960 -3.309862 -1.071598  0.00
C 2.637317 -1.012749 -1.952899  0.00
C -0.852394 -5.082397 2.332963  0.00
C -1.242024 -2.269981 -0.924464  -0.01
C -0.602345 -4.252549 -2.290238  0.00
H -0.651833 6.499293 1.314549  0.00
H -0.307557 -4.736256 -1.352589  0.00
H 3.702776 -3.433319 -1.927944  0.00
H 2.930725 -2.342882 1.161528  0.00
H -0.643855 -1.882179 5.002627  0.00
H 1.392463 4.924573 -2.651389  0.00
H 1.042825 -2.953029 0.449781  0.01
H 1.808726 4.544251 3.104144  0.00
H 3.413899 -1.259765 -2.687836  0.00
H -1.813502 5.141965 1.185838  0.00
H -0.241522 3.724973 -5.721475  0.00
H 1.279482 -4.720582 2.172401  0.00
H 0.758352 5.621653 4.063826  0.00
H -1.934984 -0.660560 4.994660  0.00
H -1.701640 -2.824054 -4.307636  0.00
H 1.250818 1.662645 4.448338  0.00
H 2.709332 0.032187 -1.637212  0.00
H -0.734233 -5.845973 3.105252  0.00
H -1.094445 5.159696 -5.140545  0.00
H -1.217512 5.367377 -1.708496  0.00
H -1.241391 3.091062 1.848211  0.00
H -1.032242 -1.346663 -3.545114  0.00
H 1.655165 -1.167491 -2.417284  0.00
H 1.392351 6.180325 2.497629  0.00
H 2.104648 -3.853491 -1.279025  0.00
H -1.721890 6.116691 2.672401  0.00
H 1.996155 0.080580 4.813409  0.00
H -3.209166 -3.484676 0.420318  0.00
H -2.676557 -1.850777 -3.152889  0.00
H 3.491766 -3.742794 -0.169664  0.00
H -2.649055 4.461140 -2.232956  0.00
H -1.985027 3.636998 -5.359081  0.00
H 0.543347 -5.635947 -3.386739  0.00
H -0.585986 -0.546482 6.199179  0.00
H -1.187403 -5.805262 -3.689869  0.00
H 1.786514 3.834779 -3.997757  0.00
H -2.243136 -1.805595 -0.887014  0.02
H 1.704062 3.221406 -2.322049  0.00
H -3.021461 -5.172854 2.278473  0.00
H 0.848584 0.812566 5.988758  0.00
H -0.286859 -4.456037 -4.427565  0.00
H -1.582848 3.790057 -1.006461  0.00

Force components x, y, z for each atom (eV/Å):
-0.1716 -0.8361 -0.0285
0.0157 0.5564 -0.2743
-0.1760 -0.2265 -0.0415
-0.1296 -0.0886 0.1623
0.4242 0.2977 -0.1756
-0.1246 -0.7234 -0.3137
0.6800 1.6920 0.5815
-0.5942 0.8667 -0.5297
0.4994 -0.0298 0.7729
0.1505 0.4868 2.0231
-0.0564 -0.0318 0.5537
-0.1776 -0.1075 0.1908
-0.2999 -0.1283 0.1094
-0.1148 0.2437 -0.0409
0.0410 0.1636 -0.2713
0.3789 -0.4534 0.0794
0.2991 -0.2418 -0.3579
-0.0148 -0.0558 0.1211
0.3783 -0.0672 -0.0149
0.1297 0.1086 -0.0623
0.1442 -0.1578 0.1174
-0.1098 -0.0052 -0.0486
-0.3172 -0.4179 -0.1937
0.4522 -0.9361 0.5312
-0.1686 0.1822 -0.3560
-0.1486 -0.3970 -2.1347
0.4281 0.0923 -0.3316
0.2255 -0.1377 0.0492
-0.1404 -0.1903 0.0757
0.4652 0.3500 -0.2891
-0.2825 -0.0899 0.1290
-0.3293 -0.0724 -0.2526
-0.0612 0.1058 -0.0693
-0.4715 -0.3707 0.4542
-0.6556 0.6443 0.1878
-0.0869 -0.1799 -0.0511
-0.1202 0.2302 -0.3098
0.0479 0.0595 0.1633
-0.0291 0.3450 -0.0354
0.0116 0.2544 0.1108
-0.1006 -0.1127 -0.1128
-0.7597 -0.3733 0.1099
-0.1755 0.2101 -0.0299
-0.0640 0.2261 0.1410
0.1782 0.1534 0.0892
-0.2444 -0.0021 0.1842
-0.2956 0.0308 0.0015
0.0620 -0.0580 -0.1593
0.3551 0.0554 0.1332
-0.0817 0.2222 0.0806
0.0576 -0.2776 0.3346
0.0873 -0.2396 0.0595
-0.1484 0.2287 -0.2360
0.0271 -0.2644 0.2112
0.0392 -0.1679 -0.2296
0.1070 0.1856 0.1526
-0.1929 -0.2618 -0.0317
0.1723 0.0811 0.0213
0.0304 -0.0820 0.0307
0.1087 0.0379 -0.0966
0.1886 -0.1448 -0.0954
-0.0859 0.0552 0.1792
0.2014 -0.2086 0.2719
0.2651 -0.1555 -0.1850
-0.0595 -0.0120 -0.4099
0.1527 -0.0330 -0.0114
0.2145 0.1037 0.0559
-0.1654 0.0339 -0.2369
-0.3675 -0.2049 -0.3305
0.1674 0.2081 0.0951
-0.1301 -0.0106 0.1923
0.0606 -0.0722 0.1039
-0.1165 0.2086 -0.2878
0.2592 0.0362 -0.0712
0.1909 0.1136 -0.2128
-0.0448 -0.2015 0.2517
0.1163 -0.0426 -0.1927

***

For reference, E by record: -44888.33312 -1855.04561 -4280.24219 Eh.